Record 1
Computed, not measured: a structure of composition C30H29NO4S2 at a distorted geometry, with ωB97M-V/def2-TZVPD.

CARTESIAN COORDINATES (ANGSTROEM)
C (-4.929, -1.887, -1.541)
N (-3.605, -2.439, -1.324)
C (-3.550, -3.889, -1.363)
C (-2.569, -1.622, -1.107)
C (-1.256, -1.995, -0.827)
C (-0.135, -1.119, -0.996)
C (1.143, -1.824, -1.337)
C (2.091, -1.176, -2.148)
C (3.210, -1.866, -2.641)
C (3.439, -3.198, -2.270)
C (2.533, -3.840, -1.417)
C (1.389, -3.145, -0.970)
H (-5.645, -2.703, -1.524)
H (-5.180, -1.183, -0.745)
H (-5.021, -1.370, -2.498)
H (-4.590, -4.233, -1.418)
H (-3.043, -4.306, -2.238)
H (-3.113, -4.318, -0.461)
H (-2.788, -0.576, -1.315)
H (-1.080, -3.077, -0.775)
H (-0.282, -0.227, -1.739)
H (1.928, -0.115, -2.410)
H (3.921, -1.303, -3.243)
H (4.379, -3.682, -2.554)
H (2.745, -4.842, -1.038)
H (0.706, -3.656, -0.257)
C (0.837, -2.025, 3.848)
C (1.835, -1.971, 2.867)
C (1.566, -1.355, 1.654)
C (0.295, -0.779, 1.435)
C (0.134, 0.020, 0.215)
S (-1.221, 1.276, 0.389)
C (-1.363, 2.507, -0.921)
C (-1.597, 3.836, -0.571)
C (-1.730, 4.794, -1.584)
C (-1.661, 4.401, -2.930)
C (-1.495, 3.047, -3.260)
C (-1.412, 2.097, -2.245)
O (-2.558, 0.685, 0.455)
O (-0.629, 2.012, 1.575)
S (1.563, 1.171, 0.084)
C (2.063, 2.114, 1.547)
C (1.555, 3.388, 1.786)
C (1.987, 4.126, 2.891)
C (3.020, 3.637, 3.697)
C (3.612, 2.408, 3.387)
C (3.156, 1.670, 2.296)
O (2.703, 0.348, -0.294)
O (1.049, 2.109, -0.886)
C (-0.728, -0.914, 2.371)
C (-0.435, -1.489, 3.595)
H (1.033, -2.515, 4.801)
H (2.832, -2.403, 3.027)
H (2.378, -1.292, 0.933)
H (-1.702, 4.109, 0.482)
H (-1.903, 5.840, -1.316)
H (-1.767, 5.142, -3.737)
H (-1.454, 2.719, -4.305)
H (-1.422, 1.037, -2.495)
H (0.814, 3.828, 1.124)
H (1.500, 5.072, 3.130)
H (3.347, 4.202, 4.578)
H (4.412, 2.017, 4.009)
H (3.651, 0.736, 2.027)
H (-1.716, -0.502, 2.167)
H (-1.249, -1.512, 4.331)

* E: -2312.5045 a.u.
* highest occupied orbital energy: -0.27505 hartree
* Kohn-Sham gap: 7.900 eV
* strongest force on any atom: 0.10346 Eh/bohr
* E_LUMO: 0.416 eV
* 2S+1: 1
* net charge: 0


Record 2
Computed, not measured: a structure of composition C30H30AsBrN2O2STc at a distorted geometry, with ωB97M-V/def2-TZVPD.

CARTESIAN COORDINATES (ANGSTROEM)
Tc (0.528, 0.358, -0.670)
Br (2.304, 1.818, -3.335)
C (3.185, 1.627, -1.674)
C (4.534, 1.913, -1.603)
C (5.191, 1.750, -0.393)
C (4.472, 1.267, 0.687)
C (3.132, 0.997, 0.525)
N (2.463, 1.190, -0.633)
C (2.316, 0.345, 1.616)
O (2.783, 0.162, 2.715)
O (1.131, -0.011, 1.213)
H (5.058, 2.243, -2.487)
H (6.242, 1.990, -0.309)
H (4.907, 1.082, 1.659)
C (-5.689, -3.080, 3.580)
C (-4.972, -2.624, 2.339)
C (-5.293, -3.117, 1.085)
C (-4.623, -2.706, -0.063)
C (-5.131, -3.242, -1.382)
C (-3.557, -1.799, 0.046)
As (-2.604, -1.266, -1.625)
N (-0.774, -0.988, -1.245)
C (0.160, -1.526, -2.135)
C (1.351, -2.069, -1.608)
C (2.406, -2.409, -2.452)
C (2.283, -2.263, -3.819)
C (1.081, -1.798, -4.356)
C (0.034, -1.439, -3.539)
C (-2.297, -3.094, -2.343)
C (-2.675, -3.369, -3.661)
C (-3.358, -2.361, -4.555)
C (-2.454, -4.635, -4.195)
C (-1.862, -5.643, -3.455)
C (-1.650, -7.017, -4.030)
C (-1.485, -5.358, -2.148)
C (-1.692, -4.112, -1.573)
C (-1.296, -3.949, -0.127)
C (-3.292, -1.218, 1.294)
C (-2.296, -0.110, 1.457)
C (-3.988, -1.650, 2.415)
H (-6.487, -3.782, 3.344)
H (-6.120, -2.226, 4.106)
H (-4.993, -3.567, 4.264)
H (-6.100, -3.835, 0.986)
H (-6.191, -3.480, -1.294)
H (-4.607, -4.153, -1.676)
H (-5.009, -2.507, -2.178)
H (1.414, -2.266, -0.541)
H (3.320, -2.804, -2.026)
H (3.108, -2.516, -4.472)
H (0.977, -1.699, -5.430)
H (-0.883, -1.037, -3.952)
H (-3.462, -1.391, -4.074)
H (-4.355, -2.715, -4.824)
H (-2.795, -2.233, -5.482)
H (-2.755, -4.836, -5.219)
H (-2.023, -7.075, -5.052)
H (-2.173, -7.764, -3.431)
H (-0.591, -7.277, -4.030)
H (-1.019, -6.138, -1.555)
H (-0.562, -4.705, 0.154)
H (-2.168, -4.068, 0.519)
H (-0.875, -2.967, 0.076)
H (-2.317, 0.553, 0.595)
H (-1.281, -0.496, 1.564)
H (-2.522, 0.479, 2.345)
H (-3.764, -1.198, 3.376)
S (-0.603, 2.167, -1.146)

* E: -6709.9543 a.u.
* highest occupied orbital energy (alpha / beta): -0.27467 / -0.27712 hartree
* Kohn-Sham gap (alpha / beta): 6.450 / 6.482 eV
* strongest force on any atom: 0.05871 Eh/bohr
* E_LUMO (alpha / beta): -1.024 / -1.058 eV
* 2S+1: 2
* net charge: 0


Record 3
Computed, not measured: a structure of composition C30H30AsCl5N4O2RuSi2 at a distorted geometry, with ωB97M-V/def2-TZVPD.

CARTESIAN COORDINATES (ANGSTROEM)
Ru (0.357, 0.305, 0.823)
O (0.468, 2.858, -2.400)
C (0.711, 2.126, -1.439)
N (-0.014, 1.898, -0.336)
C (-1.246, 2.526, -0.072)
C (-1.792, 3.589, -0.783)
C (-2.995, 4.152, -0.377)
C (-3.656, 3.664, 0.742)
C (-3.119, 2.610, 1.469)
C (-1.917, 2.033, 1.070)
N (-1.310, 0.937, 1.702)
C (-1.699, 0.415, 2.882)
O (-2.556, 0.816, 3.668)
C (-0.998, -0.897, 3.139)
C (-1.438, -1.707, 4.176)
C (-0.951, -2.996, 4.272)
C (-0.075, -3.443, 3.290)
C (0.330, -2.564, 2.305)
N (-0.072, -1.292, 2.254)
C (2.029, 1.402, -1.377)
C (3.044, 1.847, -2.211)
C (4.301, 1.285, -2.113)
C (4.473, 0.261, -1.196)
C (3.399, -0.149, -0.429)
N (2.182, 0.407, -0.482)
H (-1.280, 3.959, -1.657)
H (-3.414, 4.976, -0.941)
H (-4.595, 4.102, 1.058)
H (-3.623, 2.236, 2.345)
H (-2.175, -1.298, 4.851)
H (-1.269, -3.653, 5.071)
H (0.294, -4.459, 3.278)
H (0.991, -2.886, 1.515)
H (2.806, 2.643, -2.901)
H (5.121, 1.632, -2.727)
H (5.424, -0.238, -1.071)
H (3.533, -0.952, 0.269)
Cl (2.947, -1.398, 2.581)
C (2.547, 0.222, 3.123)
C (1.643, 1.005, 2.425)
C (1.554, 2.313, 2.906)
Cl (0.679, 3.538, 2.046)
C (2.155, 2.740, 4.109)
Cl (1.959, 4.355, 4.688)
C (2.913, 1.837, 4.864)
Cl (3.596, 2.291, 6.380)
C (3.113, 0.548, 4.346)
Cl (4.070, -0.571, 5.250)
C (1.602, -1.121, -3.562)
Si (0.692, -2.284, -2.379)
C (1.971, -3.354, -1.494)
C (-0.236, -3.462, -3.528)
As (-0.749, -1.482, -0.748)
Si (-2.498, -0.702, -2.069)
C (-3.697, 0.346, -1.079)
C (-3.509, -2.199, -2.615)
C (-2.012, 0.254, -3.612)
H (1.877, -1.688, -4.456)
H (2.518, -0.714, -3.136)
H (0.976, -0.285, -3.868)
H (2.615, -3.861, -2.217)
H (1.462, -4.116, -0.898)
H (2.600, -2.771, -0.823)
H (0.479, -4.021, -4.139)
H (-0.895, -2.918, -4.206)
H (-0.839, -4.175, -2.963)
H (-3.848, -0.052, -0.072)
H (-4.663, 0.347, -1.592)
H (-3.364, 1.379, -0.991)
H (-3.924, -2.690, -1.733)
H (-2.916, -2.935, -3.157)
H (-4.339, -1.886, -3.255)
H (-1.412, 1.129, -3.353)
H (-2.906, 0.597, -4.141)
H (-1.433, -0.364, -4.300)

* E: -6741.5625 a.u.
* highest occupied orbital energy (alpha / beta): -0.15494 / -0.16544 hartree
* Kohn-Sham gap (alpha / beta): 6.517 / 6.600 eV
* strongest force on any atom: 0.02154 Eh/bohr
* E_LUMO (alpha / beta): 2.301 / 2.099 eV
* 2S+1: 2
* net charge: -1


Record 4
Computed, not measured: a structure of composition C30H30AsCl5N4O2RuSi2, with ωB97M-V/def2-TZVPD.

CARTESIAN COORDINATES (ANGSTROEM)
Ru (0.161, 0.297, 0.956)
O (0.057, 2.555, -2.561)
C (0.521, 2.011, -1.559)
N (-0.077, 1.858, -0.363)
C (-1.206, 2.644, -0.055)
C (-1.563, 3.819, -0.721)
C (-2.644, 4.569, -0.288)
C (-3.390, 4.162, 0.806)
C (-3.050, 3.004, 1.486)
C (-1.960, 2.246, 1.059)
N (-1.494, 1.072, 1.680)
C (-2.086, 0.517, 2.762)
O (-3.070, 0.908, 3.382)
C (-1.442, -0.785, 3.158)
C (-1.988, -1.521, 4.197)
C (-1.467, -2.771, 4.473)
C (-0.451, -3.255, 3.667)
C (0.036, -2.462, 2.645)
N (-0.410, -1.222, 2.416)
C (1.964, 1.578, -1.610)
C (2.739, 2.116, -2.636)
C (4.077, 1.787, -2.708)
C (4.592, 0.920, -1.759)
C (3.744, 0.431, -0.780)
N (2.449, 0.746, -0.691)
H (-0.999, 4.135, -1.582)
H (-2.901, 5.478, -0.820)
H (-4.239, 4.745, 1.141)
H (-3.610, 2.678, 2.345)
H (-2.815, -1.087, 4.738)
H (-1.865, -3.368, 5.284)
H (-0.035, -4.243, 3.810)
H (0.793, -2.830, 1.974)
H (2.252, 2.761, -3.352)
H (4.703, 2.189, -3.495)
H (5.634, 0.627, -1.762)
H (4.127, -0.244, -0.029)
Cl (2.749, -1.324, 1.738)
C (2.439, 0.027, 2.811)
C (1.443, 0.934, 2.475)
C (1.361, 2.023, 3.355)
Cl (0.284, 3.324, 2.986)
C (2.090, 2.088, 4.539)
Cl (1.914, 3.438, 5.602)
C (2.955, 1.055, 4.897)
Cl (3.804, 1.108, 6.399)
C (3.137, -0.006, 4.021)
Cl (4.227, -1.281, 4.422)
C (1.677, -1.161, -3.525)
Si (0.897, -2.371, -2.312)
C (2.346, -3.252, -1.478)
C (-0.016, -3.659, -3.349)
As (-0.597, -1.704, -0.652)
Si (-2.371, -0.980, -2.012)
C (-3.461, 0.217, -1.066)
C (-3.420, -2.504, -2.402)
C (-1.919, -0.172, -3.651)
H (2.055, -1.718, -4.390)
H (2.525, -0.660, -3.064)
H (0.987, -0.397, -3.887)
H (2.952, -3.786, -2.217)
H (2.008, -3.970, -0.728)
H (2.992, -2.522, -0.987)
H (0.680, -4.159, -4.030)
H (-0.799, -3.197, -3.955)
H (-0.487, -4.414, -2.716)
H (-3.555, -0.060, -0.014)
H (-4.463, 0.235, -1.504)
H (-3.058, 1.232, -1.104)
H (-3.865, -2.901, -1.487)
H (-2.830, -3.302, -2.855)
H (-4.229, -2.242, -3.092)
H (-1.314, 0.725, -3.502)
H (-2.843, 0.125, -4.159)
H (-1.380, -0.853, -4.314)

* E: -6741.5404 a.u.
* highest occupied orbital energy (alpha / beta): -0.14919 / -0.16626 hartree
* Kohn-Sham gap (alpha / beta): 6.340 / 6.459 eV
* strongest force on any atom: 0.01790 Eh/bohr
* E_LUMO (alpha / beta): 2.280 / 1.934 eV
* 2S+1: 2
* net charge: -1


Record 5
Computed, not measured: a structure of composition C30H30AsMnN6O4, with ωB97M-V/def2-TZVPD.

CARTESIAN COORDINATES (ANGSTROEM)
Mn (-0.017, -0.074, 0.274)
C (3.505, 1.353, 1.277)
C (2.552, 1.493, 0.108)
C (3.193, 2.102, -1.123)
O (2.009, 0.157, -0.240)
C (1.347, 2.333, 0.508)
O (1.451, 3.442, 0.930)
O (0.162, 1.730, 0.311)
H (4.434, 0.876, 0.962)
H (3.047, 0.765, 2.074)
H (3.735, 2.344, 1.669)
H (4.088, 1.541, -1.405)
H (3.492, 3.125, -0.902)
H (2.499, 2.118, -1.964)
H (2.640, -0.282, -0.824)
N (-2.561, 2.162, 0.439)
C (-2.975, 0.916, 0.277)
N (-4.279, 0.675, 0.314)
C (-4.661, -0.589, 0.177)
N (-5.956, -0.866, 0.177)
N (-3.809, -1.653, 0.051)
C (-2.558, -1.331, -0.002)
N (-2.045, -0.080, 0.074)
C (-1.553, -2.415, -0.157)
C (-1.896, -3.738, -0.298)
C (-0.882, -4.675, -0.452)
C (0.438, -4.251, -0.453)
C (0.705, -2.907, -0.293)
N (-0.272, -2.005, -0.155)
H (-3.260, 2.878, 0.550)
H (-1.577, 2.399, 0.416)
H (-6.628, -0.119, 0.235)
H (-6.264, -1.815, 0.047)
H (-2.942, -4.010, -0.290)
H (-1.120, -5.724, -0.572)
H (1.255, -4.947, -0.579)
H (1.721, -2.535, -0.265)
O (0.206, -0.362, 2.170)
As (0.058, -0.160, 3.844)
C (-1.751, 0.329, 4.146)
C (-2.085, 1.445, 4.902)
C (-3.424, 1.788, 5.042)
C (-4.406, 1.017, 4.436)
C (-4.065, -0.104, 3.687)
C (-2.733, -0.453, 3.537)
C (1.267, 1.200, 4.365)
C (2.337, 0.911, 5.207)
C (3.247, 1.916, 5.504)
C (3.076, 3.187, 4.969)
C (2.006, 3.465, 4.126)
C (1.092, 2.470, 3.819)
C (0.485, -1.857, 4.584)
C (1.690, -2.439, 4.191)
C (1.997, -3.717, 4.629)
C (1.101, -4.405, 5.442)
C (-0.096, -3.819, 5.826)
C (-0.411, -2.536, 5.399)
H (-1.316, 2.040, 5.379)
H (-3.698, 2.654, 5.628)
H (-5.447, 1.288, 4.556)
H (-4.838, -0.710, 3.232)
H (-2.454, -1.328, 2.961)
H (2.455, -0.078, 5.632)
H (4.085, 1.706, 6.155)
H (3.781, 3.970, 5.216)
H (1.884, 4.453, 3.704)
H (0.267, 2.678, 3.149)
H (2.379, -1.895, 3.555)
H (2.938, -4.173, 4.351)
H (1.344, -5.402, 5.784)
H (-0.783, -4.358, 6.466)
H (-1.339, -2.070, 5.710)

* E: -5177.1415 a.u.
* highest occupied orbital energy (alpha / beta): -0.52993 / -0.52986 hartree
* Kohn-Sham gap (alpha / beta): 7.186 / 7.851 eV
* strongest force on any atom: 0.01264 Eh/bohr
* E_LUMO (alpha / beta): -7.234 / -6.567 eV
* 2S+1: 5
* net charge: +2


Record 6
Computed, not measured: a cluster of 10 separate species, C30H30F10O30 in total at a distorted geometry, with ωB97M-V/def2-TZVPD.

CARTESIAN COORDINATES (ANGSTROEM)
C (-6.971, -6.429, -15.303)
C (-8.007, -7.442, -14.753)
O (-7.189, -8.605, -14.519)
C (-6.034, -8.462, -15.150)
O (-5.213, -9.313, -15.314)
O (-5.832, -7.224, -15.471)
F (-8.934, -7.804, -15.678)
H (-6.743, -5.714, -14.513)
H (-7.364, -5.917, -16.181)
H (-8.412, -7.066, -13.813)
C (-4.667, -16.587, -14.987)
C (-4.598, -15.510, -13.924)
O (-5.816, -15.769, -13.179)
C (-6.621, -16.506, -13.964)
O (-7.748, -16.875, -13.637)
O (-6.027, -16.868, -15.163)
F (-4.487, -14.378, -14.629)
H (-4.095, -17.466, -14.690)
H (-4.175, -16.243, -15.896)
H (-3.686, -15.490, -13.328)
C (-7.879, -13.583, -15.588)
C (-7.182, -12.711, -14.554)
O (-8.175, -11.645, -14.311)
C (-8.917, -11.538, -15.414)
O (-9.760, -10.719, -15.731)
O (-8.617, -12.642, -16.232)
F (-6.125, -12.161, -15.106)
H (-8.481, -14.352, -15.104)
H (-7.218, -13.960, -16.369)
H (-6.910, -13.300, -13.678)
C (-4.196, -11.584, -10.141)
C (-4.319, -11.904, -11.594)
O (-5.090, -10.800, -12.056)
C (-5.848, -10.328, -11.075)
O (-6.783, -9.501, -11.185)
O (-5.396, -10.956, -9.956)
F (-4.908, -13.075, -11.901)
H (-3.387, -10.878, -9.954)
H (-4.035, -12.423, -9.464)
H (-3.333, -11.968, -12.052)
C (-11.103, -17.084, -17.734)
C (-10.108, -15.996, -17.739)
O (-9.373, -16.229, -18.841)
C (-9.393, -17.504, -19.096)
O (-8.756, -18.140, -19.941)
O (-10.346, -18.074, -18.319)
F (-9.336, -16.106, -16.665)
H (-11.873, -16.892, -18.481)
H (-11.554, -17.315, -16.768)
H (-10.622, -15.035, -17.722)
C (-13.185, -16.552, -12.631)
C (-13.776, -16.506, -14.022)
O (-12.796, -15.850, -14.731)
C (-11.912, -15.191, -13.884)
O (-10.919, -14.614, -14.294)
O (-12.199, -15.513, -12.598)
F (-14.809, -15.684, -14.044)
H (-12.647, -17.495, -12.533)
H (-13.909, -16.448, -11.822)
H (-14.130, -17.397, -14.542)
C (-7.719, -12.665, -20.030)
C (-7.526, -14.049, -20.479)
O (-6.734, -14.611, -19.445)
C (-6.047, -13.568, -18.853)
O (-5.128, -13.676, -18.105)
O (-6.602, -12.432, -19.207)
F (-6.819, -14.263, -21.590)
H (-8.657, -12.708, -19.475)
H (-7.822, -12.061, -20.931)
H (-8.453, -14.587, -20.680)
C (-14.050, -12.220, -14.827)
C (-13.199, -11.060, -15.252)
O (-12.551, -10.650, -14.082)
C (-13.342, -10.931, -13.059)
O (-13.304, -10.588, -11.899)
O (-14.304, -11.737, -13.505)
F (-14.065, -10.186, -15.795)
H (-13.478, -13.135, -14.673)
H (-14.941, -12.431, -15.418)
H (-12.379, -11.268, -15.940)
C (-9.847, -10.632, -11.909)
C (-10.159, -9.148, -11.848)
O (-11.021, -9.053, -10.715)
C (-10.923, -10.172, -9.912)
O (-11.404, -10.389, -8.793)
O (-10.111, -11.061, -10.618)
F (-10.869, -8.792, -12.888)
H (-8.795, -10.773, -12.157)
H (-10.454, -11.234, -12.585)
H (-9.259, -8.540, -11.761)
C (-2.323, -13.077, -15.773)
C (-3.002, -11.744, -15.937)
O (-1.976, -10.893, -16.193)
C (-0.835, -11.554, -16.385)
O (0.160, -11.063, -16.816)
O (-1.013, -12.819, -16.167)
F (-3.507, -11.527, -14.732)
H (-2.792, -13.892, -16.324)
H (-2.178, -13.304, -14.716)
H (-3.817, -11.812, -16.658)

* SMILES: O=C1OC[C@@H](F)O1.O=C1OC[C@@H](F)O1.O=C1OC[C@@H](F)O1.O=C1OC[C@@H](F)O1.O=C1OC[C@@H](F)O1.O=C1OC[C@@H](F)O1.O=C1OC[C@@H](F)O1.O=C1OC[C@@H](F)O1.O=C1OC[C@@H](F)O1.O=C1OC[C@@H](F)O1
* E: -4417.0700 a.u.
* highest occupied orbital energy: -0.38519 hartree
* Kohn-Sham gap: 10.454 eV
* strongest force on any atom: 0.11208 Eh/bohr
* E_LUMO: -0.028 eV
* 2S+1: 1
* net charge: 0